No. 1
# C55H54FN2P3PtS2

A structure of composition C55H54FN2P3PtS2 (ωB97M-V with the def2-TZVPD basis set, OMol25).

Structure (XYZ):
```
118
Properties=species:S:1:pos:R:3:lowdin_charge:R:1
Pt -0.331 -0.897 -0.706 0.717
C 2.831 -3.349 -0.781 -0.156
N 1.983 -2.736 0.245 -0.471
P 1.884 -0.955 0.065 0.794
C 3.665 -0.640 -0.171 -0.378
C 4.525 -1.248 0.746 -0.127
C 5.891 -1.124 0.604 -0.070
C 6.411 -0.370 -0.439 -0.071
C 5.562 0.252 -1.335 -0.092
C 4.187 0.109 -1.212 -0.131
C 1.706 -0.368 1.781 -0.394
C 0.577 -0.735 2.505 -0.142
C 0.380 -0.263 3.791 -0.092
C 1.258 0.662 4.331 -0.070
C 2.333 1.106 3.576 -0.060
C 2.571 0.580 2.321 -0.103
P 0.313 -3.220 0.206 0.995
C 0.361 -4.888 -0.560 -0.344
C 0.997 -5.923 0.120 -0.092
C 1.043 -7.190 -0.426 -0.064
C 0.443 -7.439 -1.650 -0.071
C -0.181 -6.410 -2.336 -0.066
C -0.218 -5.133 -1.797 -0.081
C 0.108 -3.810 1.926 -0.376
C 1.149 -3.791 2.846 -0.101
C 0.957 -4.312 4.113 -0.065
C -0.271 -4.848 4.466 -0.074
C -1.315 -4.854 3.555 -0.068
C -1.128 -4.336 2.287 -0.079
H 3.872 -3.093 -0.590 0.071
H 2.573 -3.020 -1.794 0.090
H 2.736 -4.432 -0.733 0.067
H 4.108 -1.830 1.558 0.111
H 6.554 -1.613 1.305 0.106
H 7.481 -0.273 -0.547 0.105
H 5.972 0.856 -2.130 0.108
H 3.523 0.596 -1.910 0.086
H -0.161 -1.387 2.051 0.049
H -0.475 -0.601 4.360 0.108
H 1.091 1.060 5.321 0.104
H 2.984 1.878 3.963 0.108
H 3.415 0.941 1.751 0.092
H 1.461 -5.726 1.076 0.110
H 1.545 -7.983 0.111 0.109
H 0.467 -8.435 -2.065 0.106
H -0.641 -6.608 -3.293 0.107
H -0.705 -4.329 -2.330 0.102
H 2.106 -3.380 2.558 0.100
H 1.772 -4.309 4.822 0.108
H -0.415 -5.258 5.455 0.105
H -2.272 -5.272 3.830 0.107
H -1.930 -4.346 1.564 0.102
C -4.265 0.742 1.601 -0.039
C -2.768 0.907 1.312 -0.356
C -2.083 1.656 2.458 -0.063
C -2.551 1.609 -0.011 -0.153
C -2.603 2.991 -0.078 -0.050
C -2.327 3.660 -1.256 -0.053
C -2.003 2.937 -2.386 -0.037
C -1.994 1.550 -2.389 -0.151
C -1.675 0.869 -3.705 -0.353
C -2.741 -0.125 -4.167 -0.051
C -0.302 0.200 -3.689 -0.067
C -2.253 0.870 -1.179 -0.266
N -2.273 -0.538 -1.116 -0.136
C -3.435 -1.213 -1.189 -0.260
C -4.671 -0.587 -1.488 -0.053
C -5.838 -1.306 -1.609 -0.096
C -5.853 -2.682 -1.438 -0.106
C -4.670 -3.335 -1.126 -0.028
C -3.507 -2.612 -1.008 -0.209
F -2.369 -3.291 -0.692 -0.039
H -4.420 0.341 2.600 0.081
H -4.718 0.063 0.882 0.057
H -4.774 1.702 1.535 0.086
H -2.304 -0.090 1.244 0.113
H -2.640 2.546 2.743 0.076
H -1.079 1.959 2.169 0.070
H -2.013 1.011 3.331 0.067
H -2.862 3.560 0.802 0.112
H -2.342 4.741 -1.295 0.115
H -1.766 3.470 -3.295 0.107
H -1.637 1.671 -4.451 0.130
H -2.654 -1.071 -3.642 0.071
H -2.618 -0.324 -5.228 0.079
H -3.739 0.276 -4.005 0.080
H -0.240 -0.567 -2.886 0.018
H 0.472 0.939 -3.504 0.052
H -0.114 -0.279 -4.647 0.084
H -4.680 0.484 -1.625 0.119
H -6.757 -0.787 -1.839 0.104
H -6.768 -3.242 -1.546 0.095
H -4.638 -4.402 -0.972 0.114
S 4.020 3.327 -0.419 0.207
P 2.055 3.538 -0.319 0.072
S 1.058 1.806 -0.448 0.318
C 1.476 4.638 -1.661 -0.375
C 1.412 6.009 -1.452 -0.081
C 1.008 6.837 -2.481 -0.082
C 0.678 6.295 -3.713 -0.092
C 0.770 4.931 -3.928 -0.094
C 1.167 4.099 -2.900 -0.118
C 1.532 4.459 1.176 -0.390
C 0.173 4.661 1.375 -0.105
C -0.259 5.361 2.484 -0.080
C 0.665 5.873 3.384 -0.090
C 2.021 5.684 3.173 -0.085
C 2.457 4.967 2.072 -0.109
H 1.677 6.418 -0.487 0.108
H 0.955 7.905 -2.322 0.102
H 0.357 6.941 -4.516 0.098
H 0.538 4.518 -4.899 0.101
H 1.239 3.032 -3.041 0.068
H -0.528 4.261 0.656 0.071
H -1.316 5.517 2.646 0.100
H 0.324 6.413 4.255 0.098
H 2.740 6.097 3.865 0.100
H 3.510 4.804 1.885 0.064
```

Properties
**Energy above the lowest of the compared OMol25 structures with the same formula, charge and spin**: 63.0 kcal per mole
**Spin multiplicity**: 1
**Lowest unoccupied orbital energy**: -0.068 hartree


No. 2
# C55H57AsN12O8PRbS2

A structure of composition C55H57AsN12O8PRbS2 (ωB97M-V with the def2-TZVPD basis set, OMol25).

Structure (XYZ):
```
137
Properties=species:S:1:pos:R:3:lowdin_charge:R:1
Rb -0.224 0.002 -1.560 0.742
N 0.717 -2.444 0.595 0.021
N -0.516 -3.127 0.400 -0.012
C -1.672 -2.438 0.010 -0.777
O -2.579 -3.185 -0.467 -0.103
O -1.727 -1.195 0.152 -0.241
H 1.235 -2.463 -0.292 -0.002
H 1.261 -3.086 1.163 0.049
H -0.437 -4.011 -0.083 0.123
C -1.934 5.541 0.862 -0.082
C -2.010 6.042 -0.434 -0.089
C -1.666 5.246 -1.511 -0.029
C -1.234 3.939 -1.288 -0.246
C -1.150 3.441 0.005 -0.017
C -1.506 4.242 1.080 -0.062
N -0.886 3.028 -2.330 0.062
N -0.952 3.490 -3.472 0.088
C -0.640 2.544 -4.499 -0.319
C -1.052 2.878 -5.782 -0.020
C -0.815 1.966 -6.797 -0.073
C -0.166 0.781 -6.494 -0.051
C 0.227 0.554 -5.180 -0.139
N -0.005 1.423 -4.201 0.083
H -2.209 6.165 1.704 0.094
H -2.343 7.059 -0.603 0.095
H -1.722 5.616 -2.524 0.099
H -0.799 2.428 0.165 0.076
H -1.451 3.856 2.090 0.087
H -1.550 3.823 -5.950 0.103
H -1.131 2.178 -7.811 0.101
H 0.040 0.038 -7.253 0.104
H 0.773 -0.343 -4.898 0.096
O 2.604 -1.466 -4.065 -0.100
C 2.223 -2.336 -3.212 -0.642
O 1.404 -2.079 -2.302 -0.191
C 2.720 -3.745 -3.384 -0.174
C 2.622 -4.269 -4.673 -0.070
C 2.946 -5.586 -4.954 -0.140
C 3.404 -6.388 -3.910 -0.140
C 3.548 -5.869 -2.639 -0.163
C 3.233 -4.526 -2.321 -0.703
S 3.586 -3.905 -0.736 0.458
H 2.277 -3.606 -5.459 0.101
H 2.849 -5.977 -5.961 0.075
H 3.664 -7.426 -4.094 0.081
H 3.933 -6.485 -1.836 0.072
C -4.971 -5.062 0.365 -0.118
C -5.493 -3.836 -0.369 -0.303
S -5.752 -4.131 -2.097 0.661
O -6.195 -2.894 -2.702 -0.308
O -6.588 -5.304 -2.264 -0.341
C -4.122 -4.517 -2.724 -0.191
C -3.962 -4.112 -4.187 -0.124
N -3.612 -2.703 -4.352 0.060
C -2.421 -2.176 -3.961 -0.307
N -2.434 -0.854 -3.988 0.128
C -3.678 -0.498 -4.399 -0.029
C -4.421 -1.618 -4.628 -0.176
N -5.703 -1.683 -5.232 -0.353
O -6.046 -2.725 -5.773 0.055
O -6.371 -0.662 -5.228 0.068
C -1.247 -2.975 -3.548 0.027
H -5.055 -4.900 1.440 0.075
H -3.912 -5.196 0.143 0.066
H -5.537 -5.957 0.103 0.068
H -4.771 -3.018 -0.313 0.087
H -6.476 -3.510 -0.022 0.102
H -4.005 -5.595 -2.615 0.114
H -3.403 -4.013 -2.066 0.069
H -4.857 -4.310 -4.768 0.111
H -3.145 -4.692 -4.615 0.124
H -3.982 0.526 -4.543 0.119
H -1.118 -3.881 -4.143 0.096
H -1.320 -3.263 -2.496 0.080
H -0.355 -2.362 -3.660 0.058
N 3.326 1.264 -4.445 0.165
C 3.047 1.683 -3.187 -0.520
N 2.991 0.718 -2.267 0.213
N 2.906 2.985 -2.977 0.092
C 2.571 3.352 -1.758 -0.396
N 2.281 3.738 -0.700 0.129
H 3.185 0.267 -4.609 0.067
H 3.065 1.909 -5.170 0.096
H 2.856 -0.229 -2.630 0.070
H 2.851 0.921 -1.291 0.072
C 1.331 2.331 2.355 -0.433
C 2.204 2.606 3.572 -0.436
As 1.773 4.349 4.379 1.301
C -0.114 4.012 4.786 -0.432
C -0.611 2.750 5.104 -0.094
C -1.967 2.564 5.329 -0.070
C -2.842 3.642 5.256 -0.093
C -2.356 4.905 4.952 -0.106
C -0.999 5.084 4.710 -0.154
C 2.472 3.963 6.174 -0.407
C 1.792 4.379 7.316 -0.119
C 2.318 4.150 8.580 -0.102
C 3.537 3.501 8.722 -0.111
C 4.224 3.085 7.592 -0.099
C 3.696 3.316 6.328 -0.119
P 1.263 0.605 1.668 1.059
C 0.640 -0.278 3.145 -0.368
C -0.718 -0.594 3.143 -0.087
C -1.308 -1.146 4.274 -0.087
C -0.547 -1.406 5.404 -0.107
C 0.817 -1.136 5.398 -0.095
C 1.407 -0.580 4.271 -0.116
C 3.035 0.168 1.579 -0.372
C 3.933 1.110 1.067 -0.136
C 5.254 0.764 0.818 -0.090
C 5.696 -0.528 1.067 -0.091
C 4.814 -1.469 1.574 -0.102
C 3.497 -1.121 1.835 -0.109
H 1.578 3.002 1.528 0.033
H 0.282 2.528 2.597 0.036
H 3.258 2.625 3.292 0.056
H 2.086 1.841 4.338 0.042
H 0.049 1.891 5.155 0.097
H -2.337 1.569 5.545 0.099
H -3.901 3.492 5.422 0.097
H -3.034 5.747 4.885 0.096
H -0.624 6.066 4.442 0.087
H 0.831 4.872 7.219 0.093
H 1.769 4.472 9.457 0.095
H 3.946 3.316 9.708 0.092
H 5.173 2.570 7.690 0.098
H 4.244 2.975 5.457 0.095
H -1.290 -0.453 2.230 0.082
H -2.362 -1.396 4.256 0.102
H -1.008 -1.845 6.282 0.092
H 1.422 -1.364 6.267 0.095
H 2.475 -0.395 4.259 0.101
H 3.598 2.116 0.833 0.074
H 5.929 1.504 0.403 0.099
H 6.716 -0.809 0.836 0.097
H 5.131 -2.494 1.719 0.091
H 2.812 -1.869 2.213 0.090
```

Properties
**Energy above the lowest of the compared OMol25 structures with the same formula, charge and spin**: 0.0 kcal per mole
**Charge**: -2
**Spin multiplicity**: 1
**Lowest unoccupied orbital energy**: 0.110 hartree


Q: spin multiplicity of number 1 (C55H54FN2P3PtS2)?
A: 1